24
Properties=species:S:1:pos:R:3 method="wB97M-V/def2-TZVPD" charge=+1 e_homo_ha=-0.4520 multiplicity=1 homo_lumo_gap_ev=9.238 e_above_lowest_kj_mol=154.1 e_tot_ha=-1200.1435
C 3.089 -0.623 -0.790
C -2.031 1.273 0.809
C 1.121 0.143 1.145
C 0.037 -0.854 0.527
C -1.029 -0.320 -0.371
N -0.555 0.572 -1.395
O -2.002 2.415 0.148
O -0.411 -1.842 1.404
S -2.521 -1.283 -0.757
S 2.153 0.855 -0.192
H 3.680 -0.858 0.115
H 3.687 -0.257 -1.658
H 2.315 -1.289 -1.055
H -2.918 0.723 1.016
H -1.290 1.354 1.608
H 0.717 0.955 1.749
H 1.701 -0.413 1.822
H 0.556 -1.416 -0.231
H -0.747 1.575 -1.191
H 0.590 0.460 -1.505
H -0.996 0.304 -2.344
H -2.745 2.478 -0.364
H -0.622 -1.403 2.264
H -1.779 -2.549 -0.757



71
Properties=species:S:1:pos:R:3 method="wB97M-V/def2-TZVPD" charge=+1 e_homo_ha="-0.4059 / -0.4035" multiplicity=8 homo_lumo_gap_ev="8.115 / 4.663" e_above_lowest_kj_mol=33.8 s2=16.028 e_tot_ha=-3402.8778
Gd 6.815 10.532 13.744
C 4.794 9.995 16.573
C 5.294 8.673 16.045
O 6.645 8.755 15.526
C 7.611 8.572 16.615
C 8.949 8.830 15.958
O 8.942 10.063 15.175
C 9.514 11.295 15.723
C 8.504 12.003 16.574
O 7.259 12.067 15.887
C 6.234 12.679 16.580
C 4.935 12.262 15.904
O 4.913 10.911 15.441
H 5.451 10.425 17.338
H 3.779 9.998 16.915
H 4.686 8.388 15.210
H 5.300 7.877 16.768
H 7.467 7.567 16.922
H 7.327 9.229 17.430
H 9.175 7.971 15.305
H 9.774 8.945 16.676
H 9.785 11.871 14.847
H 10.362 11.073 16.355
H 8.943 12.945 16.869
H 8.374 11.378 17.457
H 6.255 13.725 16.576
H 6.118 12.364 17.629
H 4.828 12.766 14.955
H 4.086 12.435 16.531
Cl 5.859 7.223 7.014
C 6.280 7.637 8.641
C 7.625 7.453 9.053
C 8.084 7.801 10.302
C 7.154 8.390 11.268
O 7.528 8.975 12.390
C 5.786 8.392 10.887
C 4.784 9.046 11.630
O 4.887 9.616 12.710
C 5.377 8.054 9.544
H 8.358 7.135 8.279
H 9.109 7.771 10.589
H 3.768 9.168 11.097
H 4.328 8.099 9.267
C 6.915 10.857 6.702
C 6.840 12.240 7.272
C 5.773 13.114 6.913
C 5.638 14.386 7.381
C 6.661 14.805 8.319
C 7.802 14.008 8.566
C 7.875 12.757 7.984
S 6.501 16.308 9.210
O 5.722 17.183 8.406
O 7.795 16.698 9.610
N 5.579 15.938 10.503
C 5.629 14.720 11.305
C 6.968 14.441 11.961
C 7.000 13.110 12.763
O 5.943 12.631 13.243
O 8.006 12.392 12.812
H 5.908 10.471 6.605
H 7.534 10.261 7.405
H 7.429 10.833 5.739
H 5.091 12.836 6.130
H 4.923 15.112 7.015
H 8.638 14.369 9.158
H 8.747 12.125 8.158
H 4.739 16.461 10.480
H 5.318 13.828 10.617
H 4.783 14.789 12.074
H 7.246 15.267 12.622
H 7.739 14.357 11.209



34
Properties=species:S:1:pos:R:3 method="wB97M-V/def2-TZVPD" charge=+2 e_homo_ha=-0.5364 multiplicity=1 homo_lumo_gap_ev=4.593 e_above_lowest_kj_mol=84.3 e_tot_ha=-3366.5312
Be -0.280 0.058 0.005
O 2.400 -0.611 -0.102
C 1.254 -0.335 -0.070
C -1.813 0.055 -0.501
O -2.965 0.228 -0.601
C -0.321 -1.285 0.753
O -0.443 -2.249 1.413
C 0.207 1.179 -0.951
O 0.504 2.118 -1.585
C -0.606 -2.663 -4.301
H 0.097 -2.062 -4.851
H -0.238 -3.567 -3.849
C -1.914 -2.301 -4.194
H -2.620 -2.906 -3.653
H -2.284 -1.403 -4.655
C 1.134 4.236 2.735
N 1.460 2.979 3.400
C 0.877 1.763 3.108
Se -0.616 1.322 1.851
N 1.404 0.869 3.990
C 2.387 1.474 4.814
C 2.878 1.077 6.073
C 3.472 2.055 6.894
C 3.470 3.412 6.518
C 2.887 3.854 5.302
C 2.423 2.838 4.462
H 0.491 4.009 1.833
H 2.093 4.759 2.460
H 0.626 4.879 3.511
H 1.221 -0.161 3.976
H 2.813 0.031 6.436
H 3.950 1.800 7.881
H 3.900 4.203 7.170
H 2.761 4.929 5.012



84
Properties=species:S:1:pos:R:3 method="wB97M-V/def2-TZVPD" charge=+1 e_homo_ha="-0.3247 / -0.4089" multiplicity=2 homo_lumo_gap_ev="6.307 / 8.648" e_above_lowest_kj_mol=0.0 s2=0.752 e_tot_ha=-2060.0806
Zr 0.334 -0.289 -0.299
C -2.076 -1.055 4.330
C -1.781 -1.535 2.953
C -1.821 -2.829 2.461
C -1.457 -2.736 1.118
N -1.213 -1.463 0.816
N -1.413 -0.716 1.950
B -1.403 0.852 1.908
N 0.028 1.471 2.036
N 0.874 1.488 0.957
C 1.914 2.262 1.265
C 1.758 2.738 2.569
C 0.556 2.223 3.020
C -0.117 2.427 4.334
C 3.029 2.536 0.286
C 2.515 2.405 -1.149
C 4.176 1.545 0.521
C 3.544 3.964 0.498
N -2.029 1.325 0.569
N -1.511 1.010 -0.670
C -2.267 1.621 -1.581
C -3.288 2.329 -0.944
C -3.101 2.123 0.409
C -3.902 2.658 1.546
C -2.011 1.525 -3.065
C -3.223 0.860 -3.730
C -1.837 2.944 -3.622
C -0.758 0.713 -3.380
C -1.371 -3.823 0.076
C -2.782 -4.388 -0.139
C -0.431 -4.927 0.569
C -0.847 -3.260 -1.244
H -2.468 -1.874 4.929
H -2.810 -0.249 4.325
H -1.173 -0.684 4.816
H -2.095 -3.713 3.010
H -2.059 1.248 2.815
H 2.411 3.399 3.110
H 0.446 3.142 4.929
H -0.173 1.493 4.893
H -1.131 2.803 4.206
H 2.260 1.373 -1.413
H 3.299 2.701 -1.850
H 1.644 3.039 -1.328
H 3.842 0.514 0.384
H 4.566 1.634 1.535
H 4.989 1.746 -0.179
H 2.746 4.696 0.373
H 4.326 4.183 -0.230
H 3.976 4.093 1.490
H -4.063 2.920 -1.400
H -4.717 3.266 1.161
H -3.293 3.278 2.204
H -4.328 1.852 2.144
H -4.135 1.428 -3.548
H -3.374 -0.153 -3.353
H -3.069 0.804 -4.809
H -2.727 3.550 -3.451
H -1.663 2.901 -4.699
H -0.988 3.449 -3.159
H -0.840 -0.323 -3.039
H 0.140 1.156 -2.938
H -0.603 0.681 -4.459
H -3.184 -4.805 0.784
H -2.760 -5.179 -0.889
H -3.463 -3.607 -0.482
H -0.796 -5.374 1.494
H 0.568 -4.530 0.754
H -0.358 -5.718 -0.179
H -1.466 -2.437 -1.616
H -0.851 -4.036 -2.011
H 0.192 -2.927 -1.148
O 1.658 -0.953 -1.753
N 2.754 -1.734 -1.590
C 3.452 -2.008 -2.717
C 4.554 -2.808 -2.647
C 4.924 -3.324 -1.396
C 4.195 -3.026 -0.275
C 3.058 -2.199 -0.360
S 2.071 -1.737 0.962
H 3.060 -1.549 -3.610
H 5.111 -3.025 -3.545
H 5.792 -3.964 -1.311
H 4.460 -3.411 0.698